1.
# C14H36N5O4

A 3-piece molecular cluster, C14H36N5O4 overall (ωB97M-V/def2-TZVPD, the Open Molecules 2025 dataset).

**2S+1**: 1
**Highest occupied orbital energy**: -10.2814 eV
**Energy relative to the best compared isomer or geometry (same formula, charge and spin)**: 6.91 kcal/mol
**Total charge**: +1
**DFT total energy**: -1129.34139 a.u.

Last column: Löwdin charge in e.
CARTESIAN COORDINATES (ANGSTROEM)
O 3.74 4.16 -1.87  -0.189
O -0.94 1.36 -0.15  -0.209
O 4.57 4.75 0.89  -0.192
O -0.15 4.18 -0.50  -0.226
N 0.05 -4.12 1.42  -0.108
N -4.36 -5.46 0.78  0.144
N -1.71 -2.14 -0.08  0.076
N -2.04 -4.60 0.14  0.003
N -3.01 -6.60 -0.78  0.155
C 4.85 3.29 -1.98  -0.113
C 3.25 4.90 0.39  -0.192
C -3.70 -3.00 1.25  -0.109
C -4.46 -4.31 1.72  -0.144
C -2.67 -3.25 0.08  -0.366
C 2.95 3.90 -0.72  -0.203
C -1.04 4.24 -1.61  -0.094
C 0.04 1.01 -1.12  -0.110
C 0.81 -4.21 0.15  -0.138
C -3.14 -5.55 0.08  -0.233
C 5.47 5.72 0.37  -0.109
C -1.24 -4.83 1.37  -0.209
C -0.78 3.65 0.66  -0.187
C -0.41 2.19 0.88  -0.189
H -0.42 4.24 1.51  0.127
H -3.58 -6.57 -1.62  0.131
H 5.53 3.69 -2.74  0.090
H -2.41 -7.40 -0.54  0.135
H -1.26 -2.21 -1.00  0.083
H 4.51 2.30 -2.31  0.084
H 0.71 0.25 -0.71  0.088
H -1.60 3.31 -1.74  0.083
H -0.86 1.85 1.82  0.125
H -1.73 5.08 -1.49  0.092
H -2.24 -1.26 -0.12  0.090
H 1.82 -3.73 0.35  0.098
H 5.29 6.69 0.86  0.089
H 0.67 2.07 0.96  0.123
H 0.62 1.87 -1.44  0.078
H -4.08 -4.57 2.75  0.132
H 2.57 4.71 1.23  0.120
H -0.44 4.42 -2.51  0.095
H -4.37 -2.15 0.96  0.128
H -5.18 -5.55 0.17  0.171
H 0.36 -3.61 -0.69  0.063
H 1.03 -5.27 -0.18  0.087
H -0.99 -5.95 1.38  0.140
H -5.55 -4.05 1.85  0.139
H 1.91 4.01 -1.01  0.095
H 0.65 -4.56 2.13  0.117
H 5.36 5.83 -0.71  0.084
H 6.49 5.40 0.59  0.090
H -3.11 -2.62 2.14  0.131
H 3.10 2.88 -0.37  0.123
H -1.87 3.78 0.61  0.127
H 5.39 3.19 -1.04  0.084
H -0.47 0.59 -1.99  0.086
H -1.78 -4.63 2.34  0.128
H -3.30 -3.25 -0.88  0.155
H 3.08 5.93 0.05  0.130



2.
# C14H36NO23S5V2

C14H36NO23S5V2 as an isolated structure (ωB97M-V/def2-TZVPD, the Open Molecules 2025 dataset).

**2S+1**: 1
**Highest occupied orbital energy**: -12.8147 eV
**Total charge**: +1
**DFT total energy**: -6218.86385 a.u.

Last column: Löwdin charge in e.
CARTESIAN COORDINATES (ANGSTROEM)
V -7.25 18.02 -11.93  0.901
V -3.87 13.62 -12.37  1.010
S -4.30 21.62 -7.49  0.672
S -5.15 16.58 -14.36  0.695
S -9.03 17.71 -8.70  0.686
S -8.53 14.75 -12.15  0.656
S -0.89 14.70 -10.74  0.706
O -6.34 19.17 -11.34  -0.270
O -8.31 18.59 -12.93  -0.265
O -3.13 20.46 -7.52  -0.178
O -4.81 13.02 -13.48  -0.262
O -0.09 16.08 -11.11  -0.234
O -8.63 18.37 -9.92  -0.297
O -4.18 22.43 -8.66  -0.220
O -5.51 20.56 -7.67  -0.177
O -4.35 22.25 -6.20  -0.212
O -7.37 14.32 -12.89  -0.265
O -4.82 14.82 -10.72  -0.052
O -6.01 17.57 -13.78  -0.297
O -4.36 15.71 -13.50  -0.315
O -3.21 12.36 -11.70  -0.248
O -8.77 16.17 -11.88  -0.352
O -9.81 14.20 -12.94  -0.244
O -4.30 16.64 -9.67  0.079
O -6.07 16.57 -10.84  -0.089
O -2.11 14.77 -11.53  -0.376
O -9.46 16.34 -8.79  -0.277
O -7.85 17.79 -7.57  -0.233
O -0.03 13.54 -10.80  -0.217
O -5.96 15.66 -15.40  -0.223
N -5.06 16.00 -10.38  -0.480
C -3.55 19.55 -8.51  -0.212
C -7.01 16.31 -16.19  -0.204
C -10.30 18.73 -7.86  -0.058
C -0.01 18.57 -11.17  -0.032
C -1.30 15.09 -9.03  -0.085
C -8.59 13.88 -10.60  -0.089
C -11.13 14.62 -12.54  -0.215
C -0.85 17.29 -11.23  -0.278
C -8.38 15.85 -15.71  -0.052
C -5.05 19.33 -8.21  -0.172
C -6.60 15.65 -7.41  -0.048
C -7.59 16.63 -6.80  -0.278
C -4.00 17.39 -15.49  -0.062
C -11.46 15.82 -13.47  -0.048
H -5.51 19.20 -9.19  0.090
H -1.46 17.27 -12.13  0.115
H -8.45 14.77 -15.61  0.093
H -8.47 16.05 -6.52  0.121
H -9.47 14.19 -10.05  0.063
H -9.88 19.73 -7.82  0.081
H -11.38 15.45 -14.49  0.078
H -0.38 15.16 -8.45  0.087
H -7.19 16.90 -5.82  0.132
H -9.23 16.19 -16.29  0.094
H -7.66 14.07 -10.07  0.059
H -1.57 17.33 -10.41  0.084
H -8.58 16.25 -14.71  0.048
H -7.04 15.15 -8.28  0.053
H -11.76 13.76 -12.76  0.127
H -4.57 18.00 -16.19  0.082
H -11.22 18.58 -8.41  0.080
H -3.34 16.67 -15.95  0.090
H -5.75 16.23 -7.76  0.056
H -0.62 19.31 -10.65  0.077
H -8.67 12.82 -10.83  0.091
H -10.76 16.64 -13.35  0.063
H -5.19 18.44 -7.60  0.111
H 0.86 18.36 -10.55  0.090
H -10.37 18.32 -6.86  0.076
H -12.48 16.20 -13.40  0.084
H -3.47 20.02 -9.49  0.125
H -6.92 16.14 -17.26  0.132
H -3.40 18.07 -14.88  0.083
H -1.94 15.95 -8.86  0.048
H -6.38 14.86 -6.69  0.096
H -2.94 18.65 -8.57  0.113
H -11.29 14.84 -11.48  0.118
H 0.33 18.90 -12.15  0.081
H -6.87 17.38 -16.01  0.106
H -1.87 14.23 -8.65  0.087



3.
# C14H37BNbO12S2

C14H37BNbO12S2 as an isolated structure (ωB97M-V/def2-TZVPD, the Open Molecules 2025 dataset).

**2S+1**: 1
**Highest occupied orbital energy**: -3.5539 eV
**Total charge**: -1
**DFT total energy**: -2336.60627 a.u.

Last column: Löwdin charge in e.
CARTESIAN COORDINATES (ANGSTROEM)
Nb -0.14 0.20 -3.50  1.549
S -1.33 -5.44 4.60  0.583
S 4.35 2.19 -0.56  0.555
O -0.01 -5.95 4.39  -0.280
O 0.05 -0.27 0.76  -0.039
O -0.05 2.22 -3.91  -0.412
O 3.15 1.49 -0.85  -0.287
O 0.61 -0.18 -5.38  -0.487
O 4.30 2.65 0.97  -0.267
O 5.63 1.61 -0.83  -0.279
O -1.11 -1.76 2.03  0.019
O -3.16 -0.83 -3.88  0.005
O -1.95 4.36 -3.69  -0.055
O -1.45 -4.92 6.11  -0.267
O -2.47 -6.27 4.33  -0.283
C -0.98 0.43 -1.38  -0.331
C 4.29 3.80 -1.27  -0.121
C -1.48 4.60 -1.38  -0.036
C -1.46 3.64 -2.56  -0.430
C -0.42 -0.75 -0.56  -0.282
C -2.87 1.36 -5.23  -0.215
C -0.39 -6.64 7.50  -0.078
C 4.01 1.64 1.95  -0.257
C 5.21 0.76 2.25  -0.075
C -0.12 -1.08 1.78  -0.347
C -1.66 -5.90 7.13  -0.266
C -4.17 1.99 -4.71  -0.129
C -0.06 3.16 -2.86  -0.334
C -1.50 -3.88 3.79  -0.139
B -2.35 0.21 -4.29  -0.536
H 1.57 -0.14 -5.39  -0.038
H -3.10 0.90 -6.20  0.099
H 4.38 3.67 -2.35  0.078
H 3.34 4.26 -1.02  0.071
H -2.06 0.30 -1.38  0.023
H -2.12 5.44 -1.61  0.072
H -4.55 2.74 -5.39  0.064
H -4.94 1.24 -4.59  0.062
H 3.71 2.18 2.85  0.119
H -2.14 2.81 -2.38  0.116
H 5.48 0.15 1.39  0.072
H -2.02 -5.34 8.00  0.118
H 0.48 2.86 -1.96  0.095
H -0.49 5.02 -1.21  0.071
H -4.03 2.48 -3.75  0.055
H -1.42 4.12 -4.45  0.077
H 0.45 -1.16 -1.04  0.044
H 1.57 0.16 -2.83  -0.097
H -0.05 -7.27 6.68  0.070
H 0.45 4.07 -3.23  0.122
H 3.16 1.04 1.63  0.110
H 5.12 4.39 -0.89  0.070
H -1.17 -1.53 -0.46  0.101
H -1.84 4.09 -0.49  0.074
H -2.16 2.14 -5.43  0.057
H -1.38 -4.05 2.73  0.071
H -2.49 -3.49 4.01  0.081
H 0.72 -1.09 2.49  0.137
H 6.08 1.38 2.50  0.081
H -0.68 1.31 -0.83  0.035
H -0.73 -3.22 4.16  0.070
H 5.00 0.10 3.09  0.078
H -0.56 -7.27 8.37  0.077
H -3.65 -0.59 -3.08  0.081
H 0.42 -5.94 7.72  0.082
H -2.45 -6.59 6.83  0.112
H -0.32 -1.59 -3.24  -0.083



4.
# C14H37IN11O5

A 5-piece molecular cluster, C14H37IN11O5 overall (ωB97M-V/def2-TZVPD, the Open Molecules 2025 dataset).

**2S+1**: 1
**Highest occupied orbital energy**: -11.7406 eV
**Total charge**: +1
**DFT total energy**: -1831.78421 a.u.

Last column: Löwdin charge in e.
CARTESIAN COORDINATES (ANGSTROEM)
I 2.27 4.70 -2.02  0.864
O -3.88 3.37 6.85  0.042
O -0.46 -0.67 -6.22  0.158
O 0.72 -2.44 0.75  -0.016
O -3.23 -1.02 2.45  0.014
O 4.62 0.55 -1.88  0.003
N -3.55 1.21 6.24  0.150
N 0.28 1.42 0.03  -0.066
N 4.64 -1.60 -1.16  0.164
N 1.14 -4.67 0.88  0.167
N 6.52 -0.29 -0.97  0.172
N 3.00 2.41 -0.31  -0.062
N -0.65 -3.76 1.99  0.179
N -3.70 1.13 1.90  0.138
N 0.05 -1.72 -4.30  0.040
N -5.31 -0.52 1.71  0.168
N -4.44 2.73 4.75  0.142
C 0.56 2.62 -0.82  -0.204
C 2.64 1.40 0.69  -0.181
C -0.79 -1.71 -1.93  -0.168
C -4.03 -0.20 2.05  -0.693
C -0.86 -0.25 -1.46  -0.147
C 0.50 0.78 -4.71  0.015
C -1.12 -1.89 -3.41  -0.189
C 1.99 2.66 -1.32  -0.743
C 5.22 -0.39 -1.37  -0.662
C -3.95 2.50 6.01  -0.690
C 1.23 1.49 1.19  -0.082
C 0.41 0.12 -0.70  -0.140
C -0.02 -0.57 -5.15  -0.542
C 0.42 -3.56 1.18  -0.654
H 3.27 1.58 1.56  0.133
H 0.31 3.50 -0.24  0.102
H -5.98 0.15 1.38  0.103
H 1.94 -4.55 0.28  0.103
H 1.03 0.62 1.82  0.139
H 7.04 -1.04 -0.56  0.104
H 2.09 2.06 -2.21  0.061
H 2.85 0.38 0.38  0.109
H -0.09 2.60 -1.68  0.122
H 5.12 -2.38 -0.74  0.102
H -4.50 2.02 4.04  0.050
H 1.01 2.38 1.76  0.142
H 3.77 1.99 -0.82  0.070
H -1.69 -0.14 -0.76  0.113
H 6.98 0.60 -1.12  0.116
H 0.21 -2.08 -1.76  0.095
H -1.20 -2.95 2.24  0.097
H 1.50 0.93 -5.09  0.094
H -0.13 1.55 -5.11  0.091
H -2.77 1.40 2.15  0.093
H 3.69 -1.71 -1.44  0.095
H 0.59 0.87 -3.63  0.031
H -3.60 0.48 5.56  0.085
H -0.67 1.46 0.38  0.172
H -4.35 1.83 1.58  0.101
H -1.46 -2.91 -3.53  0.111
H -1.94 -1.27 -3.73  0.125
H -3.19 1.00 7.16  0.105
H -1.05 0.42 -2.29  0.098
H 1.25 0.09 -1.38  0.129
H -5.58 -1.48 1.81  0.114
H 0.92 -1.71 -3.78  0.107
H -0.90 -4.65 2.36  0.106
H -1.45 -2.32 -1.33  0.115
H 0.59 -0.64 0.06  0.086
H 0.92 -5.58 1.22  0.105
H -4.74 3.66 4.54  0.102



What is the formula in the second record?
C14H36NO23S5V2



Which of these has the lowest highest occupied orbital energy?
C14H36NO23S5V2



Look up the DFT total energy of the fourth one.
-1831.78421 a.u.